{
  "formula": "C16H17N3S",
  "method": "ωB97M-V with the def2-TZVPD basis set",
  "species": ["N", "C", "N", "S", "C", "C", "C", "C", "C", "C", "C", "C", "C", "C", "C", "N", "C", "C", "C", "C", "H", "H", "H", "H", "H", "H", "H", "H", "H", "H", "H", "H", "H", "H", "H", "H", "H"],
  "coordinates": [[1.344, -3.951, 0.905], [1.680, -2.912, 1.368], [1.072, 0.626, 2.406], [-0.895, -0.998, 1.661], [0.808, -0.660, 2.145], [2.210, 1.164, 2.361], [3.354, 0.315, 2.015], [-0.362, -2.257, -3.505], [0.650, -1.488, -3.091], [-1.529, -2.407, -2.773], [3.139, -1.076, 1.863], [0.438, -0.733, -1.872], [-1.711, -1.687, -1.580], [1.854, -1.566, 1.818], [-0.732, -0.860, -1.114], [-3.450, 2.702, -0.605], [2.352, 2.622, 2.654], [-2.226, 1.995, -0.964], [-2.352, 0.793, 0.088], [-1.048, 0.009, 0.066], [4.364, 0.663, 2.125], [-0.246, -2.810, -4.410], [1.601, -1.271, -3.738], [-2.416, -2.989, -3.037], [3.993, -1.759, 1.922], [1.208, -0.044, -1.598], [-2.581, -1.847, -0.944], [-3.615, 2.934, 0.322], [-4.366, 2.470, -1.016], [1.893, 2.852, 3.635], [3.452, 2.914, 2.660], [1.743, 3.097, 1.821], [-1.343, 2.556, -0.733], [-2.315, 1.527, -1.929], [-2.454, 1.095, 1.113], [-3.203, 0.143, -0.181], [-0.311, 0.837, 0.143]],
  "lowdin_charge": [0.17, -0.19, 0.08, 0.97, -0.48, -0.37, 0.03, -0.14, -0.08, -0.05, -0.03, -0.01, -0.06, -0.25, -0.29, -0.03, -0.03, -0.20, -0.23, -0.51, 0.09, 0.10, 0.14, 0.11, 0.13, 0.10, 0.12, 0.03, 0.08, 0.09, 0.10, 0.10, 0.10, 0.11, 0.08, 0.11, 0.10],
  "smiles": "Cc1ccc(C#N)c(S[C@H](CCN)c2ccccc2)n1",
  "charge": 0,
  "homo_energy_ev": -8.50,
  "multiplicity": 1
}